{"formula": "C9H9N2O2S", "method": "wB97M-V/def2-TZVPD", "homo_ev": -3.6488, "e_above_lowest_kj_mol": 122.44, "energy_ev": -27389.6800, "total_charge": -1, "lumo_energy_ev": 2.94, "symbols": ["H", "S", "C", "N", "C", "C", "C", "H", "C", "H", "O", "C", "N", "O", "C", "H", "H", "H", "C", "C", "H", "H", "H"], "xyz": [[2.24408, 2.08850, 0.37989], [-1.79483, 1.21863, -0.51933], [2.29298, -0.42887, -1.32077], [-0.13867, -0.73786, -1.04773], [0.93728, -0.32427, -0.53520], [-1.34920, -0.50583, -0.50951], [2.56394, 1.02816, 0.63931], [1.31268, -0.57248, 1.71393], [-3.46995, -1.46054, 0.11704], [-5.03978, -0.20130, 0.67382], [-3.98719, 2.16463, 0.66693], [-4.02389, -0.15354, 0.41280], [-2.05909, -1.44907, -0.13786], [-4.10114, -2.46939, 0.19666], [3.24708, 0.02877, -0.27097], [3.15478, 1.05736, 1.51221], [3.40802, -0.79054, 0.36082], [0.30439, 0.83631, 1.19370], [-3.50312, 1.12580, 0.21680], [1.18672, 0.25556, 0.81836], [4.23922, 0.33246, -0.60390], [2.25334, 0.34597, -2.13663], [2.32235, -1.38845, -1.82039]]}

=====

{"formula": "C9H9N3", "method": "wB97M-V/def2-TZVPD", "homo_ev": -8.3632, "e_above_lowest_kj_mol": 670.61, "energy_ev": -13943.0972, "lumo_energy_ev": 0.56, "symbols": ["C", "C", "C", "N", "C", "C", "H", "H", "N", "H", "H", "C", "N", "H", "C", "H", "C", "H", "H", "H", "C"], "xyz": [[0.17948, -0.22206, -0.11493], [0.73782, -1.36169, -0.41118], [-2.02832, -1.13997, 0.57020], [-3.26314, 0.31918, -0.70398], [3.07451, -0.35893, -0.19708], [-0.14099, 2.14454, 0.18268], [0.42787, -2.57015, -0.38531], [-2.01839, -2.08093, 1.11671], [-3.25389, -0.61536, 0.12806], [0.49356, 3.08454, 0.38425], [-4.20434, -0.86145, 0.83873], [2.45774, 0.91275, 0.10309], [-1.99563, 0.59533, -0.75177], [2.36380, -2.63019, -0.13919], [-1.23993, -0.28924, -0.14899], [2.80506, 1.92197, 0.18710], [2.22200, -1.56815, -0.30339], [4.05068, -0.36719, -0.33234], [-0.99119, 1.78105, 0.75191], [-0.59491, 2.30042, -0.76250], [0.91824, 1.00554, -0.01209]]}

=====

{"formula": "C9H9N3O2", "method": "wB97M-V/def2-TZVPD", "homo_ev": -9.5412, "e_above_lowest_kj_mol": 314.23, "energy_ev": -18042.4976, "lumo_energy_ev": 0.16, "symbols": ["H", "C", "H", "C", "N", "H", "C", "C", "H", "H", "C", "O", "O", "N", "H", "C", "H", "C", "N", "C", "H", "C", "H"], "xyz": [[-1.65026, 1.64604, 0.44067], [-4.19287, -1.17277, -0.32036], [3.20542, 1.77414, -0.73372], [1.63835, -1.36587, 0.76165], [-2.93667, -1.26180, -0.83660], [-4.93379, -2.08985, -0.31237], [-2.35900, 0.88598, 0.16386], [-2.05429, -0.35555, -0.48614], [3.78701, -2.16621, 0.45958], [0.06799, 0.10550, 1.06417], [-4.68258, 0.08054, 0.24645], [4.88594, -0.29006, -0.27866], [0.90505, 1.98224, -0.17213], [2.86824, 0.92594, -0.36615], [-3.89160, 2.05909, 1.04407], [1.52388, 1.00812, 0.00036], [1.01227, -2.04874, 1.57800], [-3.67740, 1.10465, 0.46543], [0.99662, -0.15340, 0.41521], [3.65035, -0.27976, -0.15180], [-5.74808, 0.27743, 0.58034], [2.88868, -1.43133, 0.30274], [-1.08506, -0.51415, -0.89492]]}

=====

{"formula": "C9H9N3O5V", "method": "wB97M-V/def2-TZVPD", "homo_ev": [-20.3227, -20.3296], "energy_ev": -49838.8247, "total_charge": 3, "multiplicity": 3, "lumo_energy_ev": [-16.48, -15.83], "symbols": ["H", "C", "O", "C", "N", "V", "C", "O", "H", "H", "C", "H", "C", "O", "H", "H", "C", "O", "H", "C", "C", "O", "N", "H", "N", "C", "H"], "xyz": [[-2.00352, -2.96009, 2.38324], [-1.76434, 0.77117, -1.65792], [-0.11317, 2.67311, -4.37036], [1.97896, 0.56266, -1.78323], [0.26579, 0.26984, 0.36500], [0.22741, 1.31462, -1.60871], [0.94810, -0.43453, 2.55671], [0.00555, 3.88245, 0.07075], [0.12077, -1.62048, -3.45509], [2.79967, 1.32956, 2.05679], [0.04596, 2.14870, -3.34008], [-1.80574, -3.08727, 0.59485], [-0.06372, -1.34727, 2.59140], [-1.46972, -0.88576, -0.59447], [-2.91572, -1.87399, 1.27574], [0.11843, -1.13299, -4.02700], [-1.97555, -2.41028, 1.44087], [3.05972, 0.13773, -1.95160], [2.36048, 1.70219, 0.43009], [1.10992, 0.38092, 1.41540], [0.11864, 2.89702, -0.55127], [-2.90047, 0.88988, -1.88155], [2.09496, 1.29735, 1.32489], [1.62801, -0.33943, 3.39718], [-0.88671, -1.44576, 1.50895], [-0.69728, -0.67898, 0.40346], [-0.28642, -2.04038, 3.40596]]}

=====

{"formula": "C9H9NO2", "method": "wB97M-V/def2-TZVPD", "homo_ev": [-8.4078, -8.9858], "e_above_lowest_kj_mol": 1014.30, "energy_ev": -15054.1448, "lumo_energy_ev": [-2.01, -2.06], "symbols": ["O", "C", "H", "C", "H", "H", "H", "H", "O", "H", "H", "H", "C", "C", "H", "C", "C", "C", "N", "C", "C"], "xyz": [[3.15423, 1.08132, -0.80979], [-0.12857, 1.21500, -0.23164], [0.12238, -0.51776, -2.55568], [1.84145, -0.94973, 0.43196], [1.27950, -2.00713, -2.34682], [-0.56669, -3.29109, 0.72801], [-2.32834, 3.21868, -0.14141], [2.58837, -0.45454, 0.99625], [2.12651, 0.57749, -2.71813], [-1.21673, -2.53389, -1.52079], [1.34031, -2.20208, 1.89300], [-0.80839, 4.10103, 0.32772], [-0.35682, -2.13153, -0.97797], [-1.48338, 3.32077, 0.53035], [-1.93991, 3.27036, 1.53980], [-0.07820, -2.43728, 0.30926], [-0.57321, 2.23196, 0.22372], [0.53943, -1.21513, -1.75922], [2.32039, 0.46017, -1.49882], [1.51542, -0.50892, -0.89886], [1.07182, -1.93070, 0.97862]]}

=====

{"formula": "C9H9NO2", "method": "wB97M-V/def2-TZVPD", "homo_ev": -8.1912, "e_above_lowest_kj_mol": 865.84, "energy_ev": -15055.6835, "lumo_energy_ev": -0.06, "symbols": ["C", "N", "C", "C", "O", "H", "H", "H", "H", "H", "C", "O", "H", "C", "C", "C", "H", "C", "H", "H", "C"], "xyz": [[0.47278, -0.14116, 0.21133], [-3.37487, -0.47571, 0.13467], [3.41211, -0.33921, -0.34354], [-1.95181, -0.81929, 0.57912], [-3.34611, 1.81933, -0.15707], [-4.03467, -1.49985, -0.28512], [2.68425, 2.90819, 0.65858], [0.77302, 1.98488, 0.38692], [0.26904, -2.21313, -0.46712], [-1.48113, 0.89565, -0.69113], [1.34764, 0.94483, 0.45053], [3.45073, 2.17227, 0.08857], [4.46656, -0.59467, -1.00731], [1.10180, -1.51041, 0.23046], [2.75471, 0.97552, 0.22107], [2.52325, -1.49312, -0.02868], [-1.89724, -1.79093, 1.23423], [-3.97325, 0.73770, -0.16576], [2.87010, -2.47827, -0.65090], [-5.03014, 0.85138, -0.21252], [-1.03677, 0.06599, -0.18634]]}

=====

{"formula": "C9H9NO3", "method": "wB97M-V/def2-TZVPD", "homo_ev": -9.1238, "e_above_lowest_kj_mol": 237.19, "energy_ev": -17107.9048, "lumo_energy_ev": -0.40, "symbols": ["H", "C", "C", "O", "H", "C", "H", "O", "C", "C", "C", "H", "H", "C", "H", "H", "C", "H", "C", "N", "H", "O"], "xyz": [[-0.02978, 1.00363, -3.68607], [2.04139, 0.05380, -3.29176], [-1.47602, 0.74698, 2.80718], [0.40211, 0.30870, 1.53320], [2.51168, 0.29779, -4.30004], [2.79186, -0.68387, -2.33842], [-0.87520, 0.48596, -1.32162], [-3.56106, 0.49774, 4.09103], [0.67137, 0.45518, -3.02151], [-2.93232, 0.84913, 2.92858], [0.92116, -0.52570, -0.79791], [-0.84322, -1.07105, 0.54378], [3.85575, -0.96192, -2.57576], [0.09141, 0.15267, -1.77636], [2.92299, -1.29795, -0.32942], [-4.45958, 0.57117, 3.72442], [2.27603, -0.86169, -1.09076], [-0.96382, 0.42928, 3.69075], [0.24639, -0.81266, 0.61264], [-0.82216, 0.89470, 1.67965], [0.74643, -1.65338, 1.01422], [-3.51540, 1.12149, 1.90419]]}

=====

{"formula": "C9H9NO3", "method": "wB97M-V/def2-TZVPD", "homo_ev": [-8.7492, -8.6169], "e_above_lowest_kj_mol": 509.15, "energy_ev": -17105.0861, "lumo_energy_ev": [-1.25, -0.37], "symbols": ["C", "H", "C", "C", "N", "C", "C", "H", "H", "H", "H", "H", "C", "O", "H", "H", "C", "O", "C", "H", "C", "O"], "xyz": [[-0.75255, 1.74793, -0.35794], [-1.12541, -2.22793, -2.31845], [-1.12486, 1.25217, -1.70021], [-0.30995, -1.02837, -1.11904], [0.66173, -0.88324, -2.04806], [1.03295, -1.08027, 2.36322], [0.35118, 1.18557, 1.88425], [0.31342, 2.17284, 2.11960], [1.54724, -1.79525, 3.12120], [-1.66474, 2.10774, 0.03253], [-0.12988, 2.54836, -0.30476], [1.33520, 0.71305, 3.66627], [-0.03787, 0.73882, 0.58260], [-1.30475, -1.84749, -1.47790], [0.44046, -2.49796, 0.75330], [-2.07342, 0.64871, -1.76054], [-0.01288, -0.58092, 0.29052], [0.29972, -1.37802, -3.15998], [0.98753, 0.28305, 2.73122], [-0.67861, 1.75716, -2.62220], [0.50532, -1.53166, 1.18956], [1.74016, -0.30427, -1.86520]]}

=====

{"formula": "C9H9NO3", "method": "wB97M-V/def2-TZVPD", "homo_ev": [-9.6427, -9.6405], "e_above_lowest_kj_mol": 350.53, "energy_ev": -17106.7302, "lumo_energy_ev": [-1.30, -1.30], "symbols": ["H", "O", "N", "C", "C", "O", "H", "H", "C", "O", "H", "H", "H", "C", "C", "H", "C", "C", "H", "C", "C", "H"], "xyz": [[-1.92491, -0.68010, 1.87736], [2.41347, -1.10276, 1.18048], [1.49871, -1.74063, -0.93855], [-0.35089, -1.77477, 0.80238], [-1.72047, 1.64842, 0.09208], [1.56176, -2.94383, -0.80973], [-0.56941, -2.72426, 0.31056], [2.54154, -2.05045, 1.28372], [-1.55578, -0.82146, 0.86149], [2.03557, -1.10237, -1.81173], [-2.74360, 1.75547, 0.41926], [-2.38580, -1.20103, 0.26200], [0.00613, -2.00670, 1.80525], [0.25487, 2.57404, -0.95652], [-1.06373, 2.69927, -0.53356], [-1.58854, 3.62919, -0.69439], [-1.04401, 0.46152, 0.28157], [0.94709, 1.39158, -0.77510], [0.74269, 3.40919, -1.43600], [0.69332, -1.02759, 0.03699], [0.28063, 0.33047, -0.16904], [1.97136, 1.27679, -1.08852]]}

=====

{"formula": "C9H9NSi", "method": "wB97M-V/def2-TZVPD", "homo_ev": -8.0167, "e_above_lowest_kj_mol": 143.90, "energy_ev": -18843.5771, "lumo_energy_ev": -0.56, "symbols": ["C", "C", "H", "H", "C", "H", "H", "H", "N", "H", "C", "H", "C", "H", "C", "C", "C", "Si", "H", "C"], "xyz": [[-3.01538, -1.22288, 0.23024], [-1.58002, -1.30127, 0.24902], [-1.46531, 0.67642, 0.54996], [0.75052, -1.78610, -0.81240], [0.47033, 0.08479, -0.00797], [-0.99069, -2.26408, 0.10759], [0.50197, 1.93349, 0.85803], [4.24554, 0.49859, -0.60367], [-3.58565, -0.09445, 0.10266], [-4.10845, 2.24343, 0.79315], [1.11972, 1.21060, 0.44606], [-3.62469, -2.09400, 0.26223], [-0.89169, -0.15009, 0.31129], [3.11982, -1.64522, -1.00224], [2.58790, -0.81437, -0.57716], [2.42034, 1.43338, 0.03177], [1.25979, -0.93896, -0.51108], [-3.36673, 1.47127, -0.47875], [2.90966, 2.38040, 0.40453], [3.24303, 0.37905, -0.35328]]}